{
  "formula": "C6H8",
  "method": "ωB97M-V/def2-TZVPD",
  "e_tot_ha": -233.20607,
  "homo_lumo_gap_ha": 0.312,
  "lumo_ev": 0.6,
  "relative_energy_kcal_mol": 113.5,
  "species": ["C", "C", "C", "C", "C", "C", "H", "H", "H", "H", "H", "H", "H", "H"],
  "positions_angstrom": [[1.309, -1.167, -0.155], [-0.623, 0.050, 0.881], [-0.037, 1.402, 0.552], [0.052, -1.176, 0.338], [-0.988, 0.744, -0.398], [-0.499, -0.264, -1.440], [-1.299, -0.060, 1.724], [1.710, -2.040, -0.659], [-1.986, 1.150, -0.560], [-0.533, -2.089, 0.306], [1.010, 1.513, 0.279], [-0.422, 2.216, 1.163], [0.410, 0.114, -1.948], [1.966, -0.310, -0.059]]
}


{
  "formula": "C6H8",
  "method": "ωB97M-V/def2-TZVPD",
  "e_tot_ha": -233.24373,
  "homo_lumo_gap_ha": 0.330,
  "lumo_ev": 0.9,
  "relative_energy_kcal_mol": 89.9,
  "species": ["C", "C", "C", "C", "C", "C", "H", "H", "H", "H", "H", "H", "H", "H"],
  "positions_angstrom": [[-1.358, 1.054, 0.345], [0.853, -0.386, -0.121], [-0.999, -1.400, -0.458], [-0.519, 0.018, -0.316], [2.150, 0.372, -0.078], [0.297, -1.606, 0.263], [-1.226, -1.935, -1.343], [1.921, 1.313, 0.583], [-0.714, 1.514, 1.071], [-1.754, 1.775, -0.365], [-2.318, 0.725, 0.734], [-1.769, -1.880, 0.130], [2.818, -0.214, 0.553], [2.619, 0.649, -0.998]]
}


{
  "formula": "C6H8",
  "method": "ωB97M-V/def2-TZVPD",
  "e_tot_ha": -233.32200,
  "smiles": "C#CCCC=C",
  "homo_lumo_gap_ha": 0.400,
  "lumo_ev": 1.1,
  "relative_energy_kcal_mol": 40.8,
  "species": ["C", "C", "C", "C", "C", "C", "H", "H", "H", "H", "H", "H", "H", "H"],
  "positions_angstrom": [[-0.816, -0.258, -1.395], [-0.296, -0.026, -2.601], [0.602, 0.002, 2.139], [-0.340, 0.434, -0.103], [0.283, -0.597, 0.859], [0.993, 0.569, 3.122], [1.172, -0.999, 0.412], [-1.196, 0.977, 0.319], [0.464, 1.144, -0.361], [-0.662, -0.525, -3.496], [-0.340, -1.492, 1.042], [-1.703, -0.928, -1.349], [1.261, 1.086, 4.045], [0.578, 0.613, -2.634]]
}


{
  "formula": "C6H8",
  "method": "ωB97M-V/def2-TZVPD",
  "e_tot_ha": -233.30036,
  "smiles": "CC#CC1CC1",
  "homo_lumo_gap_ha": 0.357,
  "lumo_ev": 1.1,
  "relative_energy_kcal_mol": 54.4,
  "species": ["C", "C", "C", "C", "C", "C", "H", "H", "H", "H", "H", "H", "H", "H"],
  "positions_angstrom": [[0.530, 0.247, -0.343], [0.140, 1.077, -1.174], [0.365, -0.781, 1.945], [0.806, -0.783, 0.533], [-0.229, -1.811, 1.021], [-0.531, 1.976, -2.025], [1.807, -1.189, 0.340], [-0.888, 2.834, -1.517], [0.896, -1.139, 2.740], [-1.318, -1.627, 0.826], [-0.356, 0.013, 2.069], [-0.042, 2.439, -2.869], [0.229, -2.744, 0.925], [-1.408, 1.487, -2.470]]
}